(1)
A molecular structure, C8H16Br2IN2O7PSi2 at a distorted geometry, computed with ωB97M-V/def2-TZVPD.

Last column: natural (NBO) charge in e.
Geometry (Å):
C1 0.89182 -3.09129 0.91990  -0.664
C2 0.91728 -1.96723 1.98636  -0.243
Br1 -0.38938 -2.34385 3.44510  0.005
C3 0.77147 -0.47299 1.42678  -0.792
Br2 -0.60756 0.62728 2.36404  0.049
Si1 0.58849 -0.25868 -0.45729  1.951
C4 0.36420 1.60292 -0.78461  -0.977
C5 1.61639 2.44143 -0.25309  -0.422
C6 1.05611 3.62424 0.63388  -0.520
I1 -0.07120 5.07559 -0.48707  0.067
C7 2.31574 -0.68576 -1.20791  -0.577
O1 3.41225 -0.30349 -0.34109  -0.386
N1 4.01506 -1.39010 0.24623  0.357
O2 4.83711 -0.98715 0.98935  -0.275
O3 -0.52747 -1.25752 -1.26219  -1.218
Si2 -2.14921 -1.11537 -0.85170  1.421
N2 -2.53660 -1.73509 0.77646  -0.902
C8 -3.68476 -2.12744 0.72226  0.855
O4 -4.77401 -2.43901 0.64812  -0.472
P1 -3.05884 0.89680 -1.22091  1.883
O5 -3.19319 1.71917 0.00242  -1.077
O6 -4.62142 0.57180 -1.73161  -0.966
O7 -2.37272 1.68104 -2.48218  -0.979
H1 1.72811 -3.04558 0.18988  0.226
H2 1.03831 -4.05311 1.47176  0.240
H3 -0.10082 -3.20307 0.42790  0.227
H4 1.90171 -2.04174 2.50186  0.225
H5 1.72437 0.04236 1.69818  0.261
H6 -0.51792 2.01904 -0.25664  0.277
H7 0.30453 1.73257 -1.88921  0.256
H8 2.17423 2.92617 -1.07760  0.223
H9 2.25289 1.84767 0.43873  0.216
H10 0.42348 3.17429 1.43356  0.231
H11 1.89954 4.11506 1.16492  0.225
H12 2.40428 -1.77087 -1.46198  0.224
H13 2.47432 -0.15603 -2.18011  0.228
H14 -2.87690 -2.02532 -1.76407  -0.194
H15 -4.93350 -0.22925 -1.27085  0.496
H16 -2.69618 2.60250 -2.50755  0.521

Output
HOMO-LUMO gap	9.21	eV
E_LUMO	-0.22	eV
E	-7316.8078	Ha
2S+1	1


(2)
3 unconnected molecules or ions with the total composition C10H19NO2 at a distorted geometry, computed with ωB97M-V/def2-TZVPD.

Last column: natural (NBO) charge in e.
Geometry (Å):
C1 -11.88068 -17.78068 6.86804  -0.430
C2 -11.04695 -18.99525 7.15444  -0.439
C3 -9.71735 -18.36864 7.41143  -0.064
O1 -9.68673 -17.21760 6.53805  -0.553
C4 -10.92457 -16.93318 5.95010  -0.092
H1 -12.09774 -17.21660 7.77512  0.194
H2 -12.81750 -18.02390 6.36671  0.216
H3 -10.92693 -19.71971 6.34892  0.220
H4 -11.42736 -19.43855 8.07470  0.197
H5 -8.86331 -19.02709 7.25285  0.189
H6 -9.59916 -18.03079 8.44099  0.165
H7 -10.71416 -17.30668 4.94793  0.239
H8 -11.30126 -15.91149 5.99850  0.162
C5 -11.54091 -15.45109 2.59937  -0.448
C6 -12.19355 -16.38718 1.70389  -0.420
C7 -11.53225 -17.68026 2.11254  -0.062
O2 -11.52076 -17.55537 3.52689  -0.561
C8 -11.44287 -16.15726 3.88700  -0.082
H9 -12.17698 -14.57238 2.70616  0.217
H10 -10.53789 -15.11269 2.33950  0.209
H11 -12.12791 -16.20334 0.63152  0.215
H12 -13.25034 -16.49561 1.94786  0.201
H13 -10.51684 -17.78426 1.73016  0.161
H14 -12.06985 -18.54393 1.72119  0.190
H15 -10.59865 -15.84770 4.50309  0.210
H16 -12.37893 -16.03436 4.43179  0.172
C9 -11.94077 -18.52925 10.24503  -0.735
C10 -10.71859 -19.09111 10.78329  0.282
N1 -9.66602 -19.45267 11.21689  -0.324
H17 -12.24361 -18.83886 9.24476  0.255
H18 -11.81060 -17.44796 10.28940  0.259
H19 -12.77288 -18.71789 10.92334  0.257

Output
SMILES	C1CCOC1.C1CCOC1.CC#N
HOMO-LUMO gap	9.64	eV
E_LUMO	0.70	eV
E	-597.4871	Ha
2S+1	1
relative energy (zero: lowest compared OMol25 entry of this formula, charge and spin)	409.05	kJ/mol


(3)
A molecular structure, C34H50IMnN10O3PS at a distorted geometry, computed with ωB97M-V/def2-TZVPD.

Last column: Mulliken charge in e.
Geometry (Å):
Mn1 -0.19201 -0.10390 0.53118  -0.653
N1 2.74793 -0.09283 -3.10385  -0.164
C1 2.66067 -0.01999 -0.57045  0.198
N2 3.96083 -0.08884 -0.45292  -0.302
C2 4.45464 -0.27654 0.79119  0.008
N3 5.76816 -0.28516 0.93662  -0.273
N4 3.69101 -0.46104 1.89213  -0.729
C3 2.40326 -0.38912 1.67132  -0.341
N5 1.81658 -0.15105 0.48187  0.582
C4 1.46205 -0.58143 2.80064  1.306
C5 1.88407 -0.74854 4.10575  -0.690
C6 0.91993 -0.90038 5.09200  -0.609
C7 -0.42004 -0.87860 4.73885  -1.225
C8 -0.76788 -0.70002 3.40765  -0.099
N6 0.15682 -0.55867 2.45320  0.739
H1 4.35830 -0.07991 -4.36020  0.635
H2 2.49831 -1.01966 -3.41485  0.378
H3 6.35655 -0.11730 0.13627  0.241
H4 6.17580 -0.41066 1.84863  0.286
H5 2.94098 -0.75416 4.32195  0.571
H6 1.21297 -1.02719 6.12382  0.478
H7 -1.19636 -0.98769 5.48046  0.514
H8 -1.79618 -0.66096 3.08108  0.751
I1 6.66992 1.74084 -3.40387  0.172
C9 4.61720 1.54426 -3.06661  -0.045
C10 3.92981 2.62749 -2.69223  -0.659
C11 2.54400 2.72529 -2.27411  -0.666
C12 1.69550 1.76117 -1.88582  -0.553
C13 2.03467 0.28534 -1.91329  2.569
C14 4.16116 0.14312 -3.30555  -1.150
C15 0.37652 2.18340 -1.35331  0.145
O1 -0.11600 3.27031 -1.51249  -0.654
O2 -0.30617 1.25268 -0.65103  0.138
H9 4.46410 3.56686 -2.65093  0.394
H10 2.16014 3.73712 -2.20177  0.522
H11 1.08768 -0.26471 -1.93683  -1.621
H12 4.81137 -0.52121 -2.71953  0.456
N7 -0.39554 -1.65612 -0.18298  0.734
P1 -1.08626 -2.89927 -0.97773  -1.691
N8 -2.02599 -3.68849 0.09146  0.814
C16 -2.43067 -3.03973 1.34802  0.326
C17 -3.65938 -3.73386 1.91449  -1.145
C18 -3.36831 -5.20158 2.26057  -0.827
C19 -2.26313 -5.77116 1.36393  -0.906
C20 -2.31534 -5.13204 -0.01356  -0.699
N9 0.04957 -3.96557 -1.49728  0.481
C21 0.88805 -4.66131 -0.51703  -0.682
C22 1.14164 -6.10416 -0.96907  -0.916
C23 1.17182 -6.19317 -2.49871  -0.672
C24 1.70099 -4.88809 -3.07639  -0.799
C25 0.71381 -3.75336 -2.79176  0.376
N10 -1.90882 -2.34684 -2.27199  1.152
C26 -2.89010 -3.22927 -2.93812  -0.567
C27 -2.84605 -3.02413 -4.44550  -0.720
C28 -3.20951 -1.58304 -4.82387  -0.793
C29 -2.80989 -0.60547 -3.71098  -1.030
C30 -1.57403 -1.10306 -2.98007  0.936
H13 -2.64271 -1.98518 1.14500  -0.331
H14 -1.60841 -3.07930 2.07088  0.197
H15 -4.46456 -3.66532 1.18026  0.357
H16 -3.99668 -3.19185 2.79843  0.442
H17 -4.27993 -5.78645 2.13811  0.353
H18 -3.07864 -5.29607 3.30753  0.340
H19 -2.36822 -6.85176 1.26442  0.559
H20 -1.27802 -5.59244 1.80321  0.225
H21 -3.30976 -5.26918 -0.45041  0.357
H22 -1.59481 -5.58393 -0.69474  0.603
H23 0.39297 -4.63116 0.45529  0.335
H24 1.83047 -4.11159 -0.40934  0.528
H25 0.37474 -6.76735 -0.56711  0.265
H26 2.09276 -6.43654 -0.55132  0.451
H27 0.16610 -6.37415 -2.88582  0.292
H28 1.78544 -7.03420 -2.81788  0.454
H29 1.85089 -4.96004 -4.15395  0.556
H30 2.67658 -4.66356 -2.63821  0.309
H31 -0.05516 -3.72741 -3.56462  -0.065
H32 1.23009 -2.78472 -2.79675  -0.591
H33 -3.89052 -3.00714 -2.55303  0.377
H34 -2.66766 -4.26915 -2.69056  0.507
H35 -3.52032 -3.73522 -4.92306  0.472
H36 -1.84239 -3.26573 -4.80232  0.125
H37 -4.27813 -1.49932 -5.01823  0.364
H38 -2.70272 -1.31692 -5.75218  0.381
H39 -3.61924 -0.50774 -2.98230  0.221
H40 -2.62232 0.38890 -4.11545  0.500
H41 -1.21666 -0.36811 -2.25259  -0.934
H42 -0.76527 -1.27406 -3.70153  0.143
O3 -2.04758 0.30837 0.97997  -0.644
S1 -2.99677 0.90492 -0.10156  0.874
C31 -4.62816 0.78005 0.65303  -0.907
C32 -5.30648 2.09402 0.29019  -0.640
C33 -4.28311 3.18061 0.61448  -0.710
C34 -2.93630 2.71779 0.05410  -0.743
H43 -4.45047 0.69844 1.72607  0.354
H44 -5.12482 -0.11443 0.28632  0.442
H45 -6.23506 2.20986 0.84516  0.392
H46 -5.55930 2.10898 -0.77179  0.304
H47 -4.21242 3.31306 1.69492  0.322
H48 -4.56275 4.13978 0.18355  0.356
H49 -2.07161 2.93474 0.67727  0.280
H50 -2.72044 3.10083 -0.94013  0.501

Output
HOMO-LUMO gap (spin up / spin down)	5.53 / 6.49	eV
E_LUMO (spin up / spin down)	-7.15 / -6.19	eV
E	-4286.6974	Ha
2S+1	2
charge	+2


Which of these has the lowest E?
C8H16Br2IN2O7PSi2


2S+1 of number 3 (C34H50IMnN10O3PS)?
2


What is the 2S+1 in the third record?
2


2S+1 of number 1 (C8H16Br2IN2O7PSi2)?
1